No. 1
A 2-piece molecular cluster, C9H20ClN2O8PS overall, computed with ωB97M-V/def2-TZVPD.

Properties
SMILES string = CP(O)OC(=O)N(N)CCCCS(=O)(=O)Cl.COC(=O)OC
frontier orbital gap = 9.995 eV
LUMO energy = 0.41 eV
HOMO level = -9.5808 eV

```
42
Properties=species:S:1:pos:R:3:nbo_charge:R:1
C -1.17 1.22 0.05 -1.006
P -0.53 -0.38 0.66 1.374
O 0.02 0.04 2.13 -0.985
O 0.92 -0.26 -0.24 -0.821
C 1.48 -1.37 -0.79 0.906
O 1.12 -2.48 -0.59 -0.532
N 2.59 -1.02 -1.64 -0.347
N 2.00 -0.74 -2.93 -0.637
C 3.43 0.07 -1.16 -0.228
C 4.19 -0.30 0.11 -0.417
C 3.41 -0.09 1.42 -0.428
C 4.32 0.39 2.55 -0.657
S 3.45 1.25 3.84 2.124
O 4.30 1.43 4.97 -0.890
O 2.74 2.35 3.26 -0.918
Cl 2.05 -0.13 4.36 -0.218
H -1.00 1.26 -1.03 0.237
H -0.64 2.06 0.49 0.225
H -2.24 1.27 0.26 0.258
H 0.41 0.92 2.18 0.493
H 2.76 -0.52 -3.55 0.356
H 1.42 0.10 -2.85 0.325
H 4.15 0.26 -1.96 0.202
H 2.85 1.00 -1.01 0.182
H 5.12 0.28 0.12 0.209
H 4.48 -1.35 0.02 0.228
H 2.94 -1.02 1.73 0.232
H 2.61 0.64 1.27 0.227
H 4.87 -0.42 3.03 0.254
H 5.03 1.14 2.20 0.249
C -7.13 -0.42 0.33 -0.256
O -6.74 -0.95 -0.94 -0.491
C -5.60 -0.46 -1.42 0.981
O -4.91 0.36 -0.88 -0.655
O -5.35 -1.03 -2.59 -0.491
C -4.13 -0.62 -3.21 -0.255
H -8.07 -0.91 0.58 0.197
H -6.38 -0.64 1.08 0.194
H -7.27 0.66 0.27 0.193
H -3.28 -0.88 -2.57 0.192
H -4.14 0.45 -3.40 0.191
H -4.07 -1.17 -4.14 0.199
```


No. 2
A 5-piece molecular cluster, C26H50F9NO12S overall at a distorted geometry, computed with ωB97M-V/def2-TZVPD.

Properties
SMILES string = N#CO[C@H]1OC(=O)O[C@H]1CCCCC(F)(F)C(F)(F)S(F)(F)(F)(F)F.COCCOC.COCCOC.COCCOC.COCCOC
frontier orbital gap = 9.403 eV
LUMO energy = 0.22 eV
HOMO level = -9.1870 eV

```
99
Properties=species:S:1:pos:R:3:mulliken_charge:R:1
N 3.27 -5.04 5.89 -0.498
C 3.05 -5.01 4.74 0.532
O 2.75 -4.66 3.53 -0.229
C 3.89 -4.60 2.66 -0.067
O 3.48 -5.02 1.42 -0.389
C 3.97 -4.15 0.46 0.592
O 4.12 -4.45 -0.70 -0.539
O 4.19 -2.96 1.05 -0.400
C 4.46 -3.19 2.41 0.196
C 4.05 -2.08 3.37 -1.098
C 3.24 -0.98 2.72 -1.051
C 1.88 -1.49 2.18 0.067
C 0.85 -1.34 3.29 -1.851
C -0.58 -1.69 2.90 1.108
F -1.41 -1.20 3.83 -0.283
F -0.85 -1.13 1.72 -0.215
C -0.78 -3.21 2.78 0.657
F -0.19 -3.82 3.80 -0.334
F -0.20 -3.64 1.68 -0.337
S -2.60 -3.78 2.75 1.406
F -2.50 -4.29 1.26 -0.309
F -3.08 -2.38 2.21 -0.174
F -2.77 -3.32 4.25 -0.316
F -2.17 -5.22 3.24 -0.344
F -4.10 -4.24 2.77 -0.313
H 4.64 -5.27 3.07 0.577
H 5.53 -3.35 2.51 0.601
H 3.51 -2.49 4.22 0.345
H 4.96 -1.67 3.78 0.426
H 3.02 -0.25 3.49 0.573
H 3.80 -0.47 1.95 0.306
H 1.60 -0.91 1.31 0.508
H 2.02 -2.53 1.94 0.043
H 1.14 -1.83 4.21 0.421
H 0.79 -0.28 3.53 0.425
C 3.16 1.16 -1.60 -0.787
O 1.91 0.97 -0.98 -0.211
C 1.28 2.19 -0.61 -0.426
C 0.19 2.57 -1.58 -0.635
O 0.72 2.89 -2.86 -0.225
C 0.56 1.84 -3.80 -0.840
H 3.47 0.21 -2.03 0.363
H 3.11 1.91 -2.40 0.213
H 3.92 1.47 -0.87 0.297
H 2.01 2.99 -0.52 0.267
H 0.82 2.03 0.38 0.458
H -0.32 3.47 -1.21 0.247
H -0.56 1.77 -1.66 0.407
H -0.48 1.76 -4.12 0.298
H 0.89 0.88 -3.40 0.331
H 1.18 2.08 -4.67 0.255
C 5.11 5.12 -2.49 -0.661
O 4.19 5.42 -3.52 -0.443
C 2.84 5.23 -3.13 0.146
C 2.16 6.54 -2.79 -0.604
O 2.72 7.13 -1.63 -0.399
C 3.61 8.19 -1.92 -0.733
H 6.09 5.49 -2.79 0.270
H 4.83 5.60 -1.54 0.312
H 5.18 4.03 -2.34 0.248
H 2.77 4.53 -2.29 -0.007
H 2.32 4.77 -3.98 0.238
H 1.10 6.34 -2.59 0.414
H 2.22 7.22 -3.64 0.315
H 3.06 9.07 -2.26 0.311
H 4.35 7.90 -2.67 0.334
H 4.13 8.44 -1.00 0.244
C -5.28 1.43 0.35 -0.611
O -5.17 1.26 1.75 -0.457
C -3.97 0.60 2.14 0.005
C -2.95 1.59 2.67 -0.415
O -2.49 2.46 1.64 -0.219
C -3.09 3.74 1.69 -0.850
H -6.10 2.12 0.16 0.264
H -4.36 1.86 -0.08 0.227
H -5.49 0.48 -0.14 0.279
H -3.56 0.02 1.31 0.092
H -4.24 -0.10 2.94 0.266
H -2.09 1.04 3.03 0.154
H -3.37 2.16 3.50 0.390
H -2.70 4.32 2.54 0.306
H -4.18 3.68 1.78 0.358
H -2.84 4.26 0.77 0.222
C -4.75 -5.66 -3.45 -0.707
O -3.85 -4.77 -4.06 -0.370
C -4.46 -3.57 -4.52 -0.523
C -4.21 -2.42 -3.57 -0.474
O -4.85 -2.62 -2.32 -0.403
C -3.97 -3.06 -1.30 -0.855
H -4.17 -6.44 -2.95 0.247
H -5.38 -5.16 -2.70 0.303
H -5.40 -6.14 -4.20 0.328
H -5.54 -3.72 -4.66 0.327
H -4.02 -3.33 -5.49 0.368
H -4.63 -1.51 -4.00 0.394
H -3.14 -2.27 -3.43 0.305
H -3.32 -2.24 -0.98 0.334
H -3.35 -3.90 -1.64 0.444
H -4.57 -3.39 -0.45 0.240
```


No. 3
C34H30CoFN9O7S as an isolated structure at a distorted geometry, computed with ωB97M-V/def2-TZVPD.

Properties
frontier orbital gap (spin up / spin down) = 3.597 / 3.569 eV
LUMO energy (spin up / spin down) = -1.86 / -1.86 eV
2S+1 = 2
HOMO level (spin up / spin down) = -5.4561 / -5.4288 eV

```
83
Properties=species:S:1:pos:R:3:mulliken_spin:R:1
Co 0.71 1.63 0.45 1.065
C -2.59 2.25 4.02 -0.003
C -1.95 1.51 2.86 0.000
N -0.71 2.21 2.59 -0.008
C -0.79 3.56 2.52 -0.008
C -1.78 4.21 3.23 -0.002
N -2.54 3.52 4.12 0.001
C 0.13 4.24 1.63 0.013
C 0.44 5.57 1.80 0.010
C 1.21 6.26 0.84 -0.014
C 1.55 5.52 -0.30 -0.005
C 1.23 4.18 -0.42 0.010
N 0.57 3.51 0.57 0.026
C 1.55 3.32 -1.53 -0.023
C 2.19 3.72 -2.70 0.006
N 2.86 2.82 -3.44 -0.001
C 2.63 1.57 -3.25 0.003
C 1.47 1.11 -2.40 -0.015
N 1.26 2.02 -1.29 -0.034
C 1.61 7.64 1.07 0.002
C 2.56 8.29 0.27 -0.001
C 2.95 9.58 0.58 0.000
N 2.48 10.28 1.61 0.000
C 1.57 9.67 2.36 0.000
C 1.10 8.40 2.15 -0.001
H -3.07 1.68 4.80 0.000
H -2.58 1.56 1.95 0.001
H -1.94 5.27 3.17 0.000
H 0.11 6.04 2.70 -0.001
H 2.08 5.99 -1.12 0.000
H 2.32 4.76 -2.96 0.000
H 3.27 0.81 -3.67 0.000
H 0.55 1.10 -3.02 -0.001
H 3.02 7.80 -0.57 0.000
H 3.67 10.10 -0.03 0.000
H 1.19 10.26 3.19 0.000
H 0.35 8.00 2.81 0.000
C -1.59 -5.32 2.98 0.000
C -2.64 -4.48 2.25 0.000
N -2.07 -3.26 1.72 0.006
C -2.02 -2.18 2.53 0.008
C -1.67 -0.92 2.13 0.005
C -1.71 0.06 3.22 -0.005
O -1.65 -0.29 4.38 0.001
O 0.37 1.52 2.25 -0.032
C -1.33 -0.67 0.74 0.007
O -1.16 0.48 0.24 -0.020
C -1.22 -1.88 -0.06 -0.006
C -0.79 -1.80 -1.40 -0.002
C -0.61 -2.94 -2.15 -0.002
F -0.24 -2.84 -3.45 0.000
C -0.84 -4.20 -1.63 0.006
C -1.34 -4.30 -0.33 -0.004
C -1.54 -3.17 0.45 -0.002
N -0.54 -5.41 -2.32 0.000
C -1.63 -6.19 -2.84 0.000
C -1.18 -7.66 -2.88 0.000
N 0.04 -7.75 -3.73 0.000
C 1.13 -6.87 -3.21 0.000
C 0.61 -5.43 -3.18 0.000
H -2.03 -6.24 3.35 0.000
H -1.20 -4.75 3.82 0.000
H -0.77 -5.56 2.32 0.000
H -3.44 -4.21 2.94 0.000
H -3.09 -5.04 1.43 0.000
H -2.34 -2.33 3.55 0.000
H -0.56 -0.83 -1.82 0.000
H -1.52 -5.29 0.05 0.000
H -1.94 -5.88 -3.85 0.000
H -2.49 -6.09 -2.18 0.000
H -1.95 -8.31 -3.28 0.000
H -0.91 -7.98 -1.87 0.000
H -0.21 -7.40 -4.67 0.000
H 0.35 -8.72 -3.81 0.000
H 2.01 -6.98 -3.84 0.000
H 1.37 -7.19 -2.19 0.000
H 0.40 -5.11 -4.21 0.000
H 1.38 -4.77 -2.78 0.000
O 2.93 -1.71 -0.60 0.000
S 2.46 -0.35 -0.57 0.006
O 3.46 0.69 -0.57 0.002
O 1.41 -0.16 0.45 0.009
O 1.64 -0.22 -1.99 0.004
```


Number 1: E -2266.1130 Ha. Number 2: E -3275.0244 Ha. Number 3: E -4213.8098 Ha.